12
Properties=species:S:1:pos:R:3 method="wB97M-V/def2-TZVPD" orbital_gap_ha="0.2933 / 0.3598" e_above_lowest_kcal_mol=160.9
C -0.528 -1.192 0.345
C 2.825 -0.289 -0.250
C -1.918 1.040 0.147
N -0.250 -0.529 -0.764
N -0.811 0.175 0.330
O -0.499 -2.187 1.026
H 2.663 -0.638 0.717
H 2.427 -0.944 -0.931
H 2.539 0.626 -0.577
H -1.907 1.143 -0.984
H -2.847 0.698 0.491
H -1.694 2.097 0.448

=====

77
Properties=species:S:1:pos:R:3 method="wB97M-V/def2-TZVPD" spin_multiplicity=2 orbital_gap_ha="0.2832 / 0.2258" e_above_lowest_kcal_mol=2.2 s_squared=0.76
Ru 0.551 0.191 -0.194
C 0.074 1.703 -3.192
C 1.344 2.311 -2.636
S 2.188 1.236 -1.443
C 2.871 -0.053 -2.552
C 2.638 -1.447 -1.997
S 0.934 -1.721 -1.436
C 0.098 -1.583 -3.050
C -1.345 -1.126 -2.856
S -0.968 0.897 -1.932
H 0.305 0.977 -3.975
H -0.518 2.488 -3.664
H 1.124 3.213 -2.070
H 2.062 2.576 -3.416
H 3.938 0.145 -2.649
H 2.416 0.075 -3.533
H 3.261 -1.632 -1.122
H 2.882 -2.200 -2.748
H 0.048 -2.596 -3.456
H 0.681 -0.963 -3.724
H -3.580 -0.822 -1.421
H -1.788 -0.722 -3.786
O -5.274 2.039 -0.443
As -3.952 0.926 0.052
O -4.302 -0.186 -1.288
O -2.027 -1.778 -2.059
C -4.910 0.011 1.504
C -6.294 -0.064 1.595
C -6.898 -0.742 2.644
C -6.113 -1.347 3.620
C -4.732 -1.269 3.553
C -4.143 -0.584 2.499
S -1.942 -1.706 1.552
O -2.904 -2.063 0.533
O -2.775 -0.460 2.433
O -0.834 -0.822 1.037
H -5.789 1.581 -1.120
H -6.902 0.420 0.840
H -7.977 -0.799 2.704
H -6.582 -1.879 4.438
H -4.102 -1.725 4.307
C -1.388 3.313 2.301
C -0.413 4.214 1.547
C 0.051 3.301 0.424
O -0.035 1.966 0.943
C -0.688 1.973 2.247
H -2.345 3.257 1.778
H -1.567 3.636 3.325
H 0.429 4.482 2.190
H -0.867 5.127 1.165
H 1.085 3.492 0.125
H -0.605 3.365 -0.448
H 0.087 1.890 3.012
H -1.354 1.121 2.286
C 2.904 2.444 4.275
C 2.475 1.157 4.575
C 2.179 0.264 3.560
C 2.290 0.653 2.222
C 2.738 1.938 1.926
C 3.041 2.825 2.948
N 1.908 -0.270 1.213
C 2.514 -1.537 1.375
C 1.759 -2.708 1.333
C 2.386 -3.941 1.456
C 3.761 -4.021 1.613
C 4.516 -2.855 1.669
C 3.899 -1.621 1.564
H 3.136 3.141 5.070
H 2.363 0.848 5.606
H 1.827 -0.733 3.790
H 2.862 2.235 0.896
H 3.395 3.819 2.704
H 0.688 -2.638 1.231
H 1.787 -4.842 1.432
H 4.244 -4.986 1.702
H 5.590 -2.908 1.801
H 4.481 -0.709 1.617

=====

48
Properties=species:S:1:pos:R:3 method="wB97M-V/def2-TZVPD" orbital_gap_ha=0.3196 e_above_lowest_kcal_mol=28.5 smiles="COCCCN[C@@H](CC(=O)Nc1ccc(OC)cc1OC)C(=O)O"
C 5.050 3.720 1.475
O 5.406 2.369 1.391
C 5.554 1.919 0.061
C 5.885 0.431 0.079
C 4.684 -0.406 0.512
N 3.619 -0.311 -0.477
H 3.978 -0.658 -1.367
C 2.442 -1.087 -0.140
H 2.258 -0.993 0.938
C 2.629 -2.581 -0.479
O 3.563 -2.959 -1.135
O 1.701 -3.401 -0.015
H 0.954 -2.902 0.411
C 1.226 -0.516 -0.899
C -0.086 -0.793 -0.186
O -0.202 -1.689 0.642
N -1.082 0.029 -0.558
C -2.424 0.042 -0.142
C -2.939 -0.779 0.844
C -4.276 -0.708 1.204
C -5.115 0.197 0.571
C -4.603 1.033 -0.427
C -3.273 0.964 -0.787
O -2.684 1.739 -1.751
C -3.487 2.668 -2.442
H -4.297 2.170 -2.982
H -3.906 3.416 -1.763
H -2.824 3.156 -3.154
H -5.287 1.721 -0.894
O -6.439 0.360 0.835
C -7.029 -0.447 1.826
H -8.076 -0.150 1.863
H -6.570 -0.280 2.806
H -6.963 -1.509 1.570
H -4.639 -1.365 1.976
H -2.290 -1.483 1.335
H -0.890 0.727 -1.265
H 1.379 0.560 -1.003
H 1.178 -0.947 -1.904
H 4.302 -0.008 1.456
H 5.008 -1.445 0.674
H 6.207 0.124 -0.917
H 6.703 0.266 0.780
H 4.622 2.082 -0.500
H 6.362 2.483 -0.434
H 4.967 3.958 2.534
H 4.088 3.912 0.982
H 5.811 4.365 1.015

=====

39
Properties=species:S:1:pos:R:3 method="wB97M-V/def2-TZVPD" charge=+2 orbital_gap_ha="0.1540 / 0.2450"
C 2.433 1.154 1.720
C 1.865 1.369 0.357
H 2.944 2.087 1.894
H 3.110 0.290 1.697
H 1.624 0.959 2.444
O 1.800 2.218 -0.465
I -1.025 -2.674 -1.581
Y 0.315 -0.684 -0.105
P 2.675 -1.523 -1.441
C 2.757 -1.051 -3.169
C 4.187 -1.032 -0.600
H 2.099 -3.636 -0.383
H 3.542 -3.700 -1.473
H 1.845 -3.663 -2.143
C 2.519 -3.327 -1.346
H 4.140 -1.345 0.445
H 4.967 -1.562 -1.152
H 3.643 -1.570 -3.546
H 2.856 0.033 -3.242
H 4.295 0.051 -0.668
H 1.845 -1.374 -3.678
C 0.175 0.580 -2.194
O -0.069 1.139 -3.160
Cl 1.165 -1.904 1.895
N -5.958 2.576 1.531
C -5.238 1.574 2.134
O -5.666 0.973 3.112
C -3.909 1.239 1.560
C -3.281 1.917 0.486
C -2.061 1.506 -0.007
N -1.438 0.438 0.582
C -2.001 -0.269 1.609
C -3.222 0.142 2.117
H -6.876 2.768 1.947
H -5.695 3.106 0.721
H -3.738 2.770 0.006
H -1.556 1.982 -0.833
H -1.453 -1.123 1.983
H -3.617 -0.435 2.942

=====

37
Properties=species:S:1:pos:R:3 method="wB97M-V/def2-TZVPD" orbital_gap_ha=0.3893 e_above_lowest_kcal_mol=94.2
Zr -10.568 -23.727 0.910
B -10.746 -22.832 2.991
H -9.771 -23.290 2.936
H -11.462 -23.623 2.829
H -10.893 -22.332 3.936
H -10.863 -22.180 2.138
B -9.864 -23.787 -1.227
H -8.999 -23.945 -0.601
H -10.641 -24.508 -1.022
H -10.283 -22.841 -0.919
H -9.604 -23.742 -2.273
B -12.628 -22.813 0.303
H -13.575 -22.382 0.018
H -12.385 -23.723 -0.223
H -11.787 -22.146 0.190
H -12.676 -23.222 1.300
B -10.995 -25.887 1.144
H -11.231 -26.939 1.171
H -10.615 -25.448 2.053
H -10.237 -25.728 0.393
H -11.883 -25.383 0.793
C -9.421 -20.623 0.211
O -9.058 -21.853 0.780
C -7.645 -22.065 0.746
C -7.322 -23.219 1.611
O -8.328 -24.280 1.446
C -7.811 -25.573 1.957
H -8.966 -19.862 0.845
H -10.499 -20.465 0.231
H -9.162 -20.521 -0.843
H -7.168 -21.154 1.108
H -7.327 -22.243 -0.282
H -7.296 -22.966 2.671
H -6.432 -23.675 1.178
H -6.887 -25.840 1.445
H -8.534 -26.384 1.869
H -7.642 -25.466 3.028

=====

10
Properties=species:S:1:pos:R:3 method="wB97M-V/def2-TZVPD" orbital_gap_ha=0.3092 e_above_lowest_kcal_mol=57.3
N -0.405 -1.061 -2.075
N 0.975 0.625 0.574
O 0.468 1.867 0.694
O 1.749 0.234 -0.206
O -1.516 0.013 1.787
Si -0.216 0.753 1.946
H -1.325 -1.081 -2.557
H -0.271 -1.946 -1.688
H -0.297 -0.335 -1.369
H 0.839 0.931 2.894

=====

69
Properties=species:S:1:pos:R:3 method="wB97M-V/def2-TZVPD" orbital_gap_ha=0.2118
C -1.108 -1.102 1.471
C -0.411 -1.769 2.825
Si -1.544 -3.159 3.574
S -1.987 -4.504 1.887
O -0.757 -4.156 4.789
Si -0.658 -3.357 6.351
O 1.052 -3.354 6.818
C 1.407 -4.630 7.508
C 2.900 -4.344 8.203
N 3.451 -3.089 7.563
C 4.708 -3.337 6.760
C 4.515 -3.071 5.124
C 4.696 -4.430 4.218
O 3.187 -2.509 4.784
H -0.350 -1.018 0.568
H -2.030 -1.729 1.077
H -1.472 0.005 1.689
H 0.608 -2.254 2.514
H -0.170 -0.895 3.571
H -2.869 -2.646 3.990
H -1.659 -3.840 0.661
H -1.276 -2.030 6.401
H -1.341 -4.179 7.382
H 1.546 -5.529 6.743
H 0.618 -4.955 8.312
H 3.599 -5.281 8.148
H 2.685 -4.097 9.331
H 3.727 -2.435 8.339
H 5.193 -4.387 6.961
H 5.502 -2.527 7.133
H 5.316 -2.294 4.721
H 5.738 -4.333 3.656
H 4.618 -5.434 4.853
H 3.816 -4.474 3.433
H 3.294 -1.700 4.173
C -3.367 -2.090 -3.079
O -3.566 -0.698 -3.253
P -2.154 0.261 -2.967
O -2.280 0.012 -1.460
O -2.993 1.632 -3.351
C -4.387 1.726 -3.103
O -0.743 1.221 -2.682
C -0.210 1.851 -3.831
H -4.250 -2.616 -3.453
H -2.492 -2.418 -3.645
H -3.240 -2.327 -2.020
H -4.674 1.226 -2.173
H -4.933 1.303 -3.949
H -4.650 2.785 -3.021
H -0.898 2.610 -4.209
H -0.013 1.108 -4.608
H 0.728 2.341 -3.558
C -0.520 7.662 -4.911
O -0.044 7.190 -6.159
P -0.991 5.914 -6.844
O -0.445 4.935 -5.797
O -0.005 5.878 -8.170
C 1.368 6.218 -8.065
O -1.938 4.639 -7.529
C -2.640 4.987 -8.707
H 0.027 8.572 -4.652
H -1.586 7.895 -4.980
H -0.349 6.916 -4.131
H 1.807 5.871 -7.125
H 1.480 7.300 -8.164
H 1.903 5.740 -8.892
H -1.945 5.184 -9.526
H -3.262 5.866 -8.526
H -3.279 4.147 -8.994

=====

29
Properties=species:S:1:pos:R:3 method="wB97M-V/def2-TZVPD" orbital_gap_ha=0.3154 e_above_lowest_kcal_mol=90.4
C -4.453 2.543 -0.396
C 0.065 -1.151 0.130
C -3.791 1.731 0.423
C -0.643 -0.370 -0.588
C 4.195 0.634 0.098
C -3.866 -0.518 -2.045
C 1.558 -1.275 -0.019
C 3.774 -0.450 1.125
C 2.209 -0.559 1.189
Si -3.286 0.005 -0.228
S -4.194 -1.376 1.252
H -4.483 3.610 0.060
H -4.877 2.225 -1.384
H -0.426 -1.540 1.074
H -3.641 1.946 1.461
H -0.405 0.219 -1.525
H 4.030 0.427 -0.974
H 5.254 0.775 0.133
H 3.540 1.505 0.454
H -4.060 -1.509 -1.872
H -4.759 0.029 -2.333
H -3.038 -0.420 -2.791
H 2.080 -2.253 -0.050
H 1.680 -0.732 -0.927
H 4.132 0.099 2.120
H 4.351 -1.341 1.019
H 2.024 -1.229 2.034
H 1.845 0.457 1.335
H -3.558 -2.480 0.641

=====

11
Properties=species:S:1:pos:R:3 method="wB97M-V/def2-TZVPD" orbital_gap_ha=0.3599 e_above_lowest_kcal_mol=64.0 smiles="F[C@@H]1C=COC1"
C -0.371 0.672 -0.384
C -1.072 -0.581 0.019
C 1.267 -0.570 0.557
C 0.827 0.807 0.443
H -1.111 1.406 -0.479
H -1.696 -1.075 -0.894
H -1.662 -0.102 0.927
H 2.069 -1.133 1.112
H 1.448 1.799 0.110
O 0.089 -1.404 0.262
F 0.213 0.182 -1.674

=====

33
Properties=species:S:1:pos:R:3 method="wB97M-V/def2-TZVPD" charge=+1 orbital_gap_ha=0.3392 e_above_lowest_kcal_mol=71.7
C -1.912 0.276 0.231
C -0.580 0.396 0.077
C 2.262 0.789 -1.645
C 2.768 0.326 -0.256
C 0.998 1.688 -1.521
C 1.646 -0.570 0.481
C -0.685 -2.873 -1.607
C 0.514 0.987 2.065
C -3.670 -0.172 1.702
N -0.968 -1.807 -1.939
N -0.258 0.871 -1.289
N -0.536 -4.103 -1.149
N 0.442 0.107 0.963
O -2.464 -0.549 1.083
H -2.633 0.856 -0.265
H 3.158 1.406 -2.010
H 2.155 -0.069 -2.229
H 3.614 -0.187 -0.484
H 3.025 1.132 0.393
H 1.194 2.452 -0.691
H 0.967 2.248 -2.506
H 1.075 -1.332 -0.130
H 2.128 -0.881 1.413
H -0.248 1.832 1.868
H 0.464 0.534 3.117
H 1.400 1.618 1.960
H -4.396 0.166 1.012
H -3.497 0.647 2.553
H -3.972 -1.258 2.032
H -0.039 0.030 -1.827
H -0.131 -4.819 -1.745
H -0.689 -4.419 -0.208
H -1.149 1.095 -1.671

=====

8
Properties=species:S:1:pos:R:3 method="wB97M-V/def2-TZVPD" orbital_gap_ha="0.2959 / 0.3107" e_above_lowest_kcal_mol=153.7
C 0.178 -0.714 0.214
C 1.402 -0.102 0.016
N -2.075 0.576 -0.756
O -1.933 1.738 -0.798
O 0.432 0.682 0.538
H -0.573 -0.590 -0.610
H 0.100 -1.379 1.073
H 2.470 -0.212 0.323

=====

13
Properties=species:S:1:pos:R:3 method="wB97M-V/def2-TZVPD" orbital_gap_ha="0.2800 / 0.2804" e_above_lowest_kcal_mol=104.2
C 1.297 0.288 1.168
C 0.453 0.266 -0.106
C -0.071 -1.046 -0.478
N -0.838 0.875 0.182
C -1.729 0.524 -0.754
O -2.910 0.758 -0.843
H 1.430 1.332 1.462
H 2.276 -0.174 1.010
H 0.776 -0.223 1.982
H 0.997 0.750 -0.926
H 0.143 -1.572 -1.406
H -0.571 -1.620 0.297
H -1.253 -0.157 -1.586